Record 1
C21H50N4O9P3 | ωB97M-V/def2-TZVPD

Computed properties:
LUMO = -2.561 eV
HOMO level = -11.8 eV
frontier orbital gap = 9.19 eV
net charge = +1
electronic energy = -74837.219 eV

```
87
Properties=species:S:1:pos:R:3:forces:R:3
C 6.240628 -2.166936 -0.330895 -0.21 0.10 0.06
H -8.501380 7.422976 -3.232393 0.04 -0.02 -0.01
C -8.380289 6.981609 -2.243461 -0.08 -0.11 0.23
H -3.743524 4.335757 1.554396 -0.17 -0.06 -0.03
H -4.688818 -2.081733 2.976845 0.28 0.72 -0.34
H -6.328926 4.997250 -3.069627 0.04 -0.11 -0.02
H 8.714894 -6.680147 -1.409419 -0.25 0.20 -0.10
H 2.852554 1.824207 0.602886 -0.04 -0.07 -0.11
O 1.215582 -2.249110 0.380267 -0.24 -0.29 -0.21
H 1.197801 -0.763147 -1.052895 0.06 0.01 0.08
H -5.101996 -0.124334 4.359071 -0.10 0.46 0.16
C -4.439284 5.111688 -2.021658 0.38 -0.32 -0.30
H -0.715471 1.144486 1.678880 0.05 -0.30 0.09
H -4.403910 4.073828 -1.683803 -0.16 0.05 0.17
O -4.877020 5.975982 -0.977171 -1.02 -0.06 -0.28
C 9.415613 -5.853647 -1.302996 0.62 -0.48 -0.19
H 9.743292 -5.321861 -3.376736 -0.01 -0.12 -0.03
H -0.524253 -1.178871 0.271150 -0.23 -0.04 0.29
C -1.458178 0.904461 2.439205 -0.38 -0.23 0.49
O 6.560307 -5.504554 -1.620835 0.95 0.16 -0.45
H 4.489779 -2.956920 0.644611 0.00 0.06 0.02
C 6.961564 -6.833608 -3.643191 0.16 -0.01 0.13
C 2.847148 -0.384454 0.356597 -2.54 1.78 0.00
O 6.995271 -3.372978 -0.333529 0.53 0.16 -0.18
N -2.191170 -3.954687 2.813430 -0.51 -0.01 0.12
H 10.033727 -6.093949 -0.437293 -0.09 0.21 0.09
H -3.888589 4.045827 3.300928 0.00 0.05 0.05
H 11.105783 -4.989820 -2.320484 0.00 -0.02 0.01
H -8.248410 5.902057 -2.349580 0.04 0.03 -0.11
C -5.479784 5.251214 2.483502 0.13 -0.15 0.20
C 5.965961 -6.089231 -2.776155 -0.44 -0.21 -0.34
H 1.635505 0.982076 1.523013 -0.29 0.24 -0.23
N -0.526122 -2.748328 1.722419 -0.19 -0.01 -0.12
H -4.073508 1.370242 4.413307 -0.32 -0.05 0.05
C -4.241721 0.403834 3.943156 0.18 -0.38 -0.61
N -3.766429 -2.452153 2.807247 -1.27 -0.86 0.95
H 4.448536 -3.103130 -1.103124 0.15 0.05 -0.09
O 6.697725 -3.303698 -2.737911 2.55 -0.16 -1.50
C 4.753092 -2.445712 -0.285605 -0.13 0.15 -0.19
H -3.373557 -0.214521 4.194555 -0.09 0.13 0.23
H -6.172570 4.410557 2.445700 0.04 -0.03 -0.14
H 0.039580 -3.577435 1.847938 -0.01 0.02 -0.03
N -2.698396 -1.834379 2.214237 -0.01 -0.37 1.03
H 3.765019 -0.217486 -0.176408 -0.03 0.64 0.13
C 2.139236 0.999831 0.552119 0.52 -0.61 0.39
H -4.924255 4.532269 -4.040157 0.00 -0.03 0.04
H -5.699535 5.799087 3.401492 0.00 0.13 -0.09
H 3.012895 -0.803617 1.348441 0.48 -0.24 -0.24
H 6.536156 -1.617114 0.566207 0.09 -0.12 0.03
H -3.366996 5.623142 2.680327 -0.02 -0.01 0.07
C 0.121518 -1.657521 1.018545 0.94 0.05 0.08
H -4.500141 1.551227 2.082127 0.23 -0.15 -0.40
H 5.437596 -5.339413 -3.368005 0.14 0.17 0.09
H 4.171569 -1.497444 -0.341143 1.65 -2.15 -0.19
O -6.957869 6.997170 -0.251812 -1.21 -1.59 -0.73
H 0.506909 -0.939150 1.756016 -0.34 0.18 -0.13
H -4.145623 -4.363273 3.630338 0.10 -0.01 -0.04
P -2.761420 -0.132080 1.647379 -0.37 1.33 -2.79
H -5.235232 6.232341 -3.691926 0.03 0.00 0.01
H -7.436935 8.653101 -1.303700 0.03 -0.07 0.25
H 10.754780 -6.658673 -2.788565 -0.04 -0.01 -0.02
C -4.039664 4.782572 2.505987 0.24 -0.05 -0.06
H -0.997698 0.477630 3.332399 0.03 0.16 -0.03
H 6.468525 -7.245219 -4.524367 -0.02 0.05 0.00
H 7.417575 -7.661120 -3.097595 -0.02 -0.01 0.01
H -3.412235 5.401954 -2.249445 -0.03 0.13 0.12
O -6.109412 4.132111 0.115149 -2.58 0.02 -1.38
C -4.345927 0.510823 2.372230 0.70 -0.99 1.93
H 6.502359 -1.542445 -1.184989 -0.04 -0.12 -0.10
H 1.441606 1.169463 -0.268940 -0.05 0.27 0.19
O 8.736908 -4.641774 -0.971078 0.50 0.60 -1.94
C -3.442068 -3.696586 3.152997 1.07 0.51 -0.63
C 10.305297 -5.702623 -2.520755 -0.01 0.25 0.03
P -6.180123 5.605586 -0.056864 5.35 1.87 2.63
H -9.301435 7.138052 -1.681455 0.01 0.02 -0.01
H -1.942247 1.856186 2.687373 -0.02 -0.17 0.17
C -7.206526 7.609545 -1.519345 -0.43 0.36 -0.61
H 5.211702 -6.789149 -2.412160 0.06 0.05 0.16
C -1.752325 -2.819926 2.221956 0.33 0.11 -0.16
C -5.280856 5.224651 -3.276961 -0.11 0.17 0.05
H -5.199118 -0.073577 2.021948 0.12 0.15 -0.31
O -5.704110 6.145124 1.405142 -0.60 -0.05 -0.13
H 2.525966 -1.909759 -1.149549 -0.30 -0.31 0.12
H 7.764289 -6.172176 -3.976395 -0.08 0.02 -0.09
C 1.921521 -1.332412 -0.455699 0.51 0.35 0.26
P 7.416539 -4.110131 -1.722728 -4.38 -0.74 4.37
H -6.307251 7.622094 -2.132710 0.13 -0.27 0.15
```
Positions in Å, forces in eV/Å.

Here are the Mulliken charges for atoms 1 to 2, given in e: C -0.80; H 0.35

***

Record 2
C21H51BFN6O5P2 | ωB97M-V/def2-TZVPD

Computed properties:
LUMO = 1.938 eV
HOMO level = -4.7 eV
frontier orbital gap = 6.60 eV
net charge = -1
electronic energy = -63751.558 eV

```
87
Properties=species:S:1:pos:R:3:forces:R:3
C 1.298044 -0.950702 1.557566 -0.18 -0.34 0.50
H 4.703965 4.161078 -3.696196 0.02 -0.02 -0.05
O 0.360835 1.382026 -1.235852 0.31 0.01 -0.36
C 3.317623 2.108842 -2.582330 -0.27 0.13 0.11
H 5.001284 5.677748 -2.377415 -0.09 -0.11 0.07
H 6.218517 2.536146 1.804397 0.12 -0.06 0.05
H -0.739249 -5.032206 1.850840 0.01 0.04 -0.11
H -5.058737 -2.697705 2.330857 0.03 0.02 0.07
H 2.868797 1.495160 -1.809437 -0.13 0.13 0.03
H -4.236739 -8.210294 2.268989 0.05 -0.02 -0.21
C -1.618268 -4.095290 -0.400463 0.06 0.50 -0.11
N 4.808322 5.099529 -0.356749 0.61 0.26 -0.29
H -3.810717 -7.512784 -1.157118 -0.02 0.04 0.02
H 3.557328 1.445339 -3.417262 0.22 0.11 -0.02
H 4.575115 6.730890 0.958959 0.07 0.00 -0.16
O -4.172132 -3.840583 -0.663327 -1.11 -2.55 -2.36
C -3.847617 0.323948 0.237150 -0.37 0.18 -0.46
H -3.498793 0.368655 -1.889644 0.18 0.19 -0.01
C -4.570390 -7.186726 2.071478 -0.49 0.41 0.19
H -2.233381 -5.538638 2.575762 -0.23 0.03 -0.07
N 4.540286 2.773221 -2.108281 -0.67 -0.28 -0.19
H 0.413901 4.024875 -0.491988 -0.18 -0.12 -0.12
C -1.541217 4.256627 0.403756 0.25 0.84 -0.32
H 0.369909 4.728305 1.098044 -0.14 0.14 -0.07
H -1.048717 -0.872102 -0.887119 0.42 0.17 0.53
C 0.294497 2.588562 1.151004 0.39 0.11 -1.05
H 5.657194 1.225520 0.754193 -0.02 0.06 0.01
H -1.878957 -4.350631 -1.423608 -0.12 0.00 0.03
H -3.400519 -0.064601 1.148041 0.12 0.22 0.06
H 3.724207 6.528859 -1.499578 0.03 0.06 -0.06
C -0.788083 0.964837 -1.938913 1.33 0.22 0.30
H -6.664361 -4.043997 0.057641 -0.05 0.06 0.04
H 3.567119 5.333395 1.347004 -0.01 0.06 0.00
C 4.547126 5.641699 0.964763 -0.04 -0.52 0.27
C -6.542335 -4.586929 1.001646 0.12 -0.33 -0.49
H -0.332002 2.441116 2.037306 0.11 -0.04 0.09
H -5.519057 -4.049407 3.401758 -0.11 0.06 -0.06
H 6.258700 3.670084 -2.968070 -0.07 0.13 0.17
H 1.525182 -1.807534 2.147468 0.21 0.03 -0.09
H -3.914601 1.411288 0.246623 0.21 0.02 0.45
H 7.283294 4.591366 0.607161 0.09 0.04 -0.04
C -4.362424 -7.728834 -0.236649 0.40 0.04 -0.14
C 5.254052 3.332725 -3.230135 0.70 -0.20 0.11
N -3.992472 -6.763071 0.810213 -0.89 -0.76 -2.48
H -4.879401 -0.044459 0.191786 0.05 -0.13 -0.16
O 2.989095 3.405078 -0.348363 0.91 -1.65 2.64
C -0.069167 3.927407 0.482686 0.18 -0.32 0.71
N -2.376901 -4.894987 0.559707 0.18 0.01 -0.58
C -3.061484 -0.103543 -1.003808 -0.04 -1.13 -0.28
H -2.072015 4.090781 1.344231 0.02 -0.38 -0.03
C 0.818360 0.011152 1.003398 0.37 0.23 -0.97
P -4.025237 -5.079003 0.200019 1.62 3.29 5.10
C 4.726327 6.086941 -1.408124 -0.23 -0.11 -0.17
N 6.196422 2.983937 -0.288463 -0.83 -1.37 2.21
H 7.263395 4.581925 -1.166291 -0.15 0.04 0.04
O -1.344517 0.947280 0.238149 0.61 -1.08 0.23
H -4.110067 -8.749110 0.060391 0.01 0.04 0.07
C -1.521729 0.122267 -0.874968 -1.87 1.04 -0.71
H 2.560887 2.826032 -2.917673 -0.08 -0.05 0.03
P 4.477426 3.407151 -0.525154 0.58 3.18 -4.88
N -5.156910 -4.624654 1.430466 0.04 -0.38 0.80
H -4.221045 -6.579080 2.902396 -0.05 0.13 -0.09
H -5.667943 -7.178110 2.070891 0.00 -0.04 0.10
H 5.399131 2.569378 -4.000151 -0.09 -0.05 0.04
H -1.786410 -3.020411 -0.278916 0.09 0.00 0.01
H 1.345052 2.653092 1.445000 -0.06 0.04 0.23
H -3.861949 -3.856722 2.914665 0.02 0.01 -0.15
H -3.261878 -1.188021 -1.140052 0.22 0.44 -0.10
H -6.929840 -5.607566 0.858195 -0.06 0.05 -0.06
H -7.174360 -4.105220 1.746389 0.12 -0.01 0.12
H -0.673956 0.731533 -3.866101 0.00 0.02 0.01
H -0.549797 -4.293220 -0.294161 -0.04 -0.07 0.26
H -1.311702 1.871167 -2.270791 -0.51 -0.22 0.13
C -1.808571 -4.807598 1.886615 0.22 -0.57 0.19
H -5.434058 -7.689728 -0.470276 -0.01 -0.15 0.01
H 7.374450 1.607129 0.825133 0.01 0.06 -0.07
H -1.634476 5.328379 0.177072 -0.12 -0.04 -0.04
H 5.311406 5.301448 1.679210 -0.08 0.02 0.05
F -2.218341 3.601805 -0.626520 -0.04 -0.08 0.08
H -1.913134 -3.802754 2.310371 0.04 0.00 -0.01
C 7.278671 3.947782 -0.282761 -0.24 0.60 0.16
C 6.374859 2.047457 0.834181 -0.15 -0.32 -0.24
H 8.223130 3.395553 -0.309657 -0.11 -0.16 0.07
C -4.883109 -3.756936 2.557753 0.18 0.23 -0.14
B 0.115198 1.264976 0.201115 -1.04 0.30 1.50
O -0.329721 0.273392 -3.097646 -0.43 -0.44 -0.03
H 5.449380 6.888277 -1.212427 -0.10 0.06 0.08
```
Positions in Å, forces in eV/Å.

Here are the Mulliken charges for atoms 1 to 2, given in e: C -0.20; H 0.37